# 1
# C23H28ClCsN2O12P2S2

A molecular structure, C23H28ClCsN2O12P2S2 at a distorted geometry (the ωB97M-V functional and the def2-TZVPD basis, the Open Molecules 2025 dataset).

For the frontier orbital gap, the calculation gives 0.2520 Ha. The calculation puts the largest force on an atom at 1.847 eV/Å. For the LUMO energy, the calculation gives 3.74 eV.

Geometry as ORCA input:
```
! wB97M-V def2-TZVPD RIJCOSX def2/J DEFGRID3
* xyz -2 1
Cs -0.670 0.037 0.330
C 5.185 4.618 -3.771
C 5.121 3.327 -3.010
C 4.071 2.440 -3.193
C 3.992 1.261 -2.466
C 4.969 0.958 -1.540
C 6.038 1.822 -1.355
C 6.109 2.992 -2.085
S 4.899 -0.470 -0.494
O 4.995 0.091 0.874
O 6.035 -1.319 -0.809
N 3.473 -1.027 -0.834
C 2.992 -2.174 -0.239
C 3.747 -3.039 0.579
C 3.124 -4.122 1.163
C 1.777 -4.360 0.934
C 1.120 -3.480 0.088
N 1.696 -2.437 -0.492
H 4.185 4.997 -3.982
H 5.700 4.500 -4.729
H 5.714 5.384 -3.204
H 3.270 2.682 -3.881
H 3.153 0.592 -2.598
H 6.797 1.601 -0.616
H 6.932 3.676 -1.909
H 4.795 -2.862 0.766
H 3.711 -4.769 1.806
H 1.239 -5.185 1.382
H 0.065 -3.621 -0.134
C 1.390 3.465 3.099
C 2.129 2.407 2.280
O 3.544 2.564 2.462
P 1.731 0.755 2.895
O 2.215 0.838 4.422
O 2.676 -0.295 2.233
O 0.309 0.387 2.724
P 1.734 2.680 0.439
O 1.565 1.177 -0.174
O 3.007 3.308 -0.034
O 0.358 3.237 0.353
H 1.723 3.420 4.137
H 0.310 3.332 3.047
H 1.628 4.450 2.692
H 3.852 2.830 1.572
H 2.248 0.005 4.894
H 3.559 -0.016 1.839
H 2.352 0.647 -0.400
C -3.386 3.309 1.227
S -3.389 1.632 0.618
C -5.095 1.439 0.125
O -2.634 1.750 -0.674
H -4.010 3.406 2.117
H -3.717 3.987 0.440
H -2.346 3.526 1.468
H -5.762 1.628 0.968
H -5.208 0.411 -0.210
H -5.301 2.132 -0.690
Cl -4.937 -0.822 -6.312
C -4.606 -1.219 -4.631
C -5.447 -2.100 -3.975
C -5.171 -2.402 -2.651
C -4.090 -1.832 -1.984
C -3.260 -0.955 -2.676
C -3.513 -0.646 -4.007
C -3.860 -2.153 -0.486
O -4.456 -3.142 -0.032
O -3.095 -1.340 0.079
H -6.290 -2.534 -4.495
H -5.779 -3.095 -2.083
H -2.403 -0.500 -2.192
H -2.872 0.032 -4.553
*
```

---

# 2
# C23H28ClN3O3

A single C23H28ClN3O3 molecule (the ωB97M-V functional and the def2-TZVPD basis, the Open Molecules 2025 dataset).

For the frontier orbital gap, the calculation gives 0.2955 Ha. The calculation puts the largest force on an atom at 0.457 eV/Å. The energy above the lowest of the compared OMol25 structures with the same formula, charge and spin is 0.456 eV. For the LUMO energy, the calculation gives 0.74 eV.

Geometry as ORCA input:
```
! wB97M-V def2-TZVPD RIJCOSX def2/J DEFGRID3
* xyz 0 1
C 2.948 3.336 -2.378
H 3.599 4.207 -2.311
O 1.708 3.747 -1.861
C 0.673 2.849 -1.885
C -0.574 3.332 -1.496
C -1.680 2.511 -1.488
C -1.586 1.161 -1.848
C -0.333 0.691 -2.238
C 0.776 1.519 -2.264
H 1.720 1.096 -2.568
H -0.182 -0.338 -2.517
N -2.731 0.372 -1.873
C -3.778 0.584 -0.888
H -3.430 1.296 -0.137
C -4.130 -0.738 -0.183
N -2.916 -1.501 0.032
C -2.420 -1.576 1.284
O -2.994 -1.057 2.227
C -1.074 -2.293 1.473
N -0.062 -1.256 1.504
C 0.790 -1.018 0.487
O 0.850 -1.714 -0.509
C 1.636 0.197 0.703
C 3.018 0.165 0.532
C 3.779 1.312 0.700
C 3.159 2.505 1.028
C 1.784 2.555 1.190
C 1.031 1.407 1.031
H -0.044 1.450 1.133
H 1.299 3.487 1.430
H 3.751 3.399 1.149
H 4.849 1.262 0.572
Cl 3.805 -1.319 0.140
H -0.108 -0.617 2.282
H -0.848 -2.934 0.619
C -1.047 -3.167 2.744
C 0.132 -4.135 2.665
H 0.182 -4.742 3.566
H 1.065 -3.584 2.567
H 0.036 -4.799 1.809
C -0.977 -2.351 4.033
H -1.757 -1.595 4.043
H -1.123 -3.008 4.888
H -0.004 -1.875 4.140
H -1.981 -3.740 2.749
C -2.290 -1.954 -1.199
H -2.621 -2.973 -1.438
C -2.689 -0.990 -2.336
H -1.990 -1.082 -3.166
H -3.685 -1.239 -2.718
H -1.205 -1.946 -1.101
H -4.825 -1.337 -0.777
H -4.579 -0.536 0.790
H -4.677 0.993 -1.367
H -2.635 2.936 -1.220
H -0.659 4.370 -1.215
H 3.379 2.517 -1.793
H 2.863 3.029 -3.426
*
```

---

# 3
# C23H28ClN3O5S

A single C23H28ClN3O5S molecule (the ωB97M-V functional and the def2-TZVPD basis, the Open Molecules 2025 dataset).

For the frontier orbital gap, the calculation gives 0.3461 Ha. The calculation puts the largest force on an atom at 0.887 eV/Å. The energy above the lowest of the compared OMol25 structures with the same formula, charge and spin is 0.145 eV. For the LUMO energy, the calculation gives 0.43 eV.

Geometry as ORCA input:
```
! wB97M-V def2-TZVPD RIJCOSX def2/J DEFGRID3
* xyz 0 1
C 1.412 -6.794 -3.214
C 1.194 -5.656 -2.268
C 1.581 -4.366 -2.620
C 1.406 -3.306 -1.747
C 0.833 -3.549 -0.514
C 0.440 -4.818 -0.137
C 0.623 -5.870 -1.016
H 0.323 -6.867 -0.730
H 0.013 -4.964 0.843
S 0.557 -2.213 0.634
O 0.504 -2.732 1.968
O 1.472 -1.136 0.374
N -0.977 -1.624 0.314
H -1.677 -2.235 0.707
C -1.238 -1.209 -1.049
C -0.220 -0.152 -1.496
O 0.541 -0.403 -2.414
N -0.252 1.042 -0.880
C -1.136 1.425 0.193
H -1.806 2.228 -0.140
H -1.735 0.575 0.519
C -0.418 1.915 1.459
O -0.853 2.851 2.101
N 0.703 1.236 1.759
H 0.935 0.409 1.214
C 1.203 1.235 3.112
H 2.283 1.078 3.102
C 0.514 0.106 3.915
C 0.771 0.248 5.419
H 0.649 -0.721 5.902
C -0.337 1.214 5.856
H 0.040 2.233 5.934
C -1.382 1.110 4.727
H -2.345 0.730 5.077
H -1.540 2.078 4.238
O -0.889 0.175 3.780
H -0.759 0.933 6.819
H 1.769 0.625 5.631
H 0.815 -0.863 3.505
H 0.967 2.206 3.551
C 0.683 2.070 -1.320
C -0.012 3.374 -1.598
C 0.270 4.501 -0.837
C -0.367 5.705 -1.079
C -1.306 5.799 -2.092
C -1.607 4.688 -2.860
C -0.963 3.488 -2.609
Cl -1.362 2.106 -3.578
H -2.338 4.745 -3.651
H -1.808 6.734 -2.286
H -0.134 6.567 -0.473
H 0.993 4.426 -0.039
H 1.157 1.684 -2.228
H 1.450 2.214 -0.555
H -1.147 -2.044 -1.759
H -2.251 -0.803 -1.119
H 1.692 -2.301 -2.014
H 2.024 -4.188 -3.589
H 1.219 -6.486 -4.239
H 2.448 -7.127 -3.157
H 0.771 -7.637 -2.968
*
```

---

# 4
# C23H28F2N3O2PS

3 unconnected molecules or ions with the total composition C23H28F2N3O2PS at a distorted geometry (the ωB97M-V functional and the def2-TZVPD basis, the Open Molecules 2025 dataset).

For the frontier orbital gap, the calculation gives 0.3532 Ha. The calculation puts the largest force on an atom at 2.419 eV/Å. The energy above the lowest of the compared OMol25 structures with the same formula, charge and spin is 0.000 eV. For the LUMO energy, the calculation gives 0.40 eV.

Geometry as ORCA input:
```
! wB97M-V def2-TZVPD RIJCOSX def2/J DEFGRID3
* xyz 0 1
C 0.102 -0.107 -1.720
O -0.739 0.983 -1.371
C -1.006 1.892 -2.418
C -2.509 2.126 -2.617
C -3.332 1.787 -1.379
C -3.812 0.324 -1.270
C -3.071 -0.538 -2.179
N -2.514 -1.003 -3.087
P -3.360 -0.290 0.433
S -4.431 0.409 1.882
C -5.314 0.118 -1.557
C -6.128 1.107 -0.871
N -6.664 1.999 -0.353
C -5.713 0.119 -3.065
C -6.399 -1.177 -3.519
C -5.472 -2.292 -3.934
N -5.023 -3.188 -2.974
O -5.160 -2.428 -5.092
H 0.069 -0.356 -2.771
H -0.257 -0.978 -1.182
H 1.104 0.088 -1.365
H -0.564 1.598 -3.362
H -0.556 2.842 -2.149
H -2.863 1.633 -3.510
H -2.645 3.181 -2.807
H -4.156 2.479 -1.306
H -2.698 1.995 -0.528
H -1.993 -0.009 0.584
H -3.433 -1.695 0.290
H -5.597 -0.847 -1.155
H -6.466 0.881 -3.183
H -4.893 0.399 -3.710
H -7.036 -0.941 -4.352
H -7.050 -1.540 -2.730
H -4.048 -3.382 -3.152
H -5.106 -2.817 -2.036
F 2.511 1.355 -0.178
C 2.815 1.249 1.134
C 1.952 0.561 1.964
C 2.267 0.450 3.309
C 3.427 1.029 3.804
C 4.278 1.718 2.951
C 3.975 1.828 1.602
H 1.049 0.124 1.557
H 1.605 -0.090 3.972
H 3.668 0.943 4.855
H 5.180 2.171 3.335
H 4.629 2.352 0.919
F 6.836 0.565 1.958
C 7.227 -0.388 2.827
C 7.457 -1.665 2.359
C 7.861 -2.644 3.255
C 8.021 -2.336 4.599
C 7.782 -1.046 5.048
C 7.385 -0.059 4.158
H 7.319 -1.885 1.309
H 8.050 -3.648 2.902
H 8.334 -3.103 5.295
H 7.904 -0.805 6.096
H 7.201 0.955 4.488
*
```

---

# 5
# C23H28INO3P

3 unconnected molecules or ions with the total composition C23H28INO3P at a distorted geometry (the ωB97M-V functional and the def2-TZVPD basis, the Open Molecules 2025 dataset).

For the frontier orbital gap, the calculation gives 0.3021 Ha. The calculation puts the largest force on an atom at 2.013 eV/Å. For the LUMO energy, the calculation gives -3.19 eV.

Geometry as ORCA input:
```
! wB97M-V def2-TZVPD RIJCOSX def2/J DEFGRID3
* xyz 1 1
O -3.049 3.626 -0.338
P -3.002 2.752 -1.733
I -4.396 0.753 -1.429
C -1.242 2.059 -1.770
C -0.138 3.092 -2.143
O 0.507 2.811 -3.371
C 1.123 1.534 -3.415
C 0.350 0.478 -2.599
C 0.463 -0.950 -3.152
O 0.475 -1.874 -2.055
C 1.809 -2.225 -1.737
C 2.451 -1.508 -0.770
C 3.763 -1.824 -0.478
C 4.355 -2.839 -1.173
C 3.690 -3.572 -2.117
C 2.386 -3.264 -2.412
N -1.096 0.914 -2.701
H -2.185 4.059 -0.240
H -1.006 1.655 -0.778
H -0.556 4.100 -2.172
H 0.623 3.044 -1.353
H 1.161 1.168 -4.447
H 2.165 1.555 -3.074
H 0.657 0.508 -1.557
H 1.401 -1.045 -3.706
H -0.372 -1.228 -3.804
H 1.953 -0.709 -0.232
H 4.268 -1.242 0.282
H 5.392 -3.086 -0.969
H 4.161 -4.388 -2.649
H 1.813 -3.801 -3.158
H -1.692 0.119 -2.447
H -1.304 1.185 -3.668
C -2.178 -2.860 2.631
C -2.800 -2.954 3.868
C -3.835 -2.087 4.194
C -4.254 -1.131 3.280
C -3.634 -1.039 2.041
C -2.596 -1.901 1.718
H -1.369 -3.533 2.378
H -2.478 -3.703 4.580
H -4.315 -2.157 5.162
H -5.063 -0.457 3.533
H -3.958 -0.295 1.325
H -2.109 -1.826 0.751
C 0.068 2.344 1.932
C 0.026 1.043 2.419
C 1.099 0.539 3.141
C 2.209 1.337 3.385
C 2.249 2.638 2.901
C 1.182 3.140 2.171
H -0.768 2.741 1.365
H -0.843 0.420 2.236
H 1.069 -0.476 3.516
H 3.042 0.945 3.953
H 3.114 3.260 3.094
H 1.217 4.154 1.790
*
```

---

# 6
# C23H28IrN3O3S3Se2

A molecular structure, C23H28IrN3O3S3Se2 at a distorted geometry (the ωB97M-V functional and the def2-TZVPD basis, the Open Molecules 2025 dataset).

For the frontier orbital gap (spin up / spin down), the calculation gives 0.2354 / 0.2353 Ha. The calculation puts the largest force on an atom at 1.113 eV/Å. The energy above the lowest of the compared OMol25 structures with the same formula, charge and spin is 0.999 eV. For the LUMO energy (spin up / spin down), the calculation gives -0.47 / -0.47 eV.

Geometry as ORCA input:
```
! wB97M-V def2-TZVPD RIJCOSX def2/J DEFGRID3
* xyz 0 1
Ir 1.339 -0.895 -0.129
O 1.388 -2.160 3.116
C 0.088 -2.573 3.482
C -0.707 -3.175 2.314
C -1.748 -4.071 3.018
O -2.635 -4.737 2.132
C 0.159 -4.063 1.420
Se 1.093 -3.244 -0.116
C -1.485 -2.180 1.436
Se -0.706 -0.431 1.094
H 1.774 -1.673 3.848
H -0.493 -1.747 3.911
H 0.176 -3.356 4.248
H -2.308 -3.461 3.738
H -1.241 -4.863 3.571
H -3.133 -4.076 1.640
H -0.486 -4.802 0.945
H 0.907 -4.591 2.011
H -2.473 -1.986 1.863
H -1.619 -2.618 0.446
S 3.417 -0.166 0.705
C 3.927 -0.676 -0.854
N 2.912 -1.184 -1.498
C 3.247 -1.692 -2.740
C 2.387 -2.299 -3.648
C 2.913 -2.737 -4.848
C 4.270 -2.574 -5.144
C 5.128 -1.968 -4.244
C 4.604 -1.527 -3.035
S 5.429 -0.735 -1.711
H 1.341 -2.422 -3.395
H 2.266 -3.218 -5.570
H 4.656 -2.929 -6.090
H 6.178 -1.844 -4.476
C -2.006 -0.191 -2.202
C -2.603 1.173 -1.875
C -1.616 2.337 -1.987
N -0.905 2.633 -0.742
C 0.304 2.226 -0.421
S 1.264 1.256 -1.443
N 0.855 2.578 0.788
C 0.352 3.201 1.939
O 0.914 3.015 2.988
C -0.810 4.132 1.831
C -1.865 3.978 2.723
C -2.930 4.865 2.685
C -2.926 5.918 1.780
C -1.860 6.086 0.906
C -0.803 5.189 0.924
H -2.792 -0.947 -2.255
H -1.288 -0.503 -1.443
H -1.491 -0.169 -3.165
H -3.019 1.163 -0.864
H -3.434 1.383 -2.553
H -2.146 3.255 -2.248
H -0.872 2.150 -2.758
H -1.439 3.120 -0.037
H 1.721 2.082 0.972
H -1.840 3.162 3.433
H -3.758 4.742 3.370
H -3.754 6.614 1.758
H -1.850 6.917 0.213
H 0.031 5.309 0.242
*
```

---

# 7
# C23H28N2O4

A single C23H28N2O4 molecule (the ωB97M-V functional and the def2-TZVPD basis, the Open Molecules 2025 dataset).

For the frontier orbital gap, the calculation gives 0.3130 Ha. The calculation puts the largest force on an atom at 0.614 eV/Å. The energy above the lowest of the compared OMol25 structures with the same formula, charge and spin is 1.896 eV. For the LUMO energy, the calculation gives 0.68 eV.

Geometry as ORCA input:
```
! wB97M-V def2-TZVPD RIJCOSX def2/J DEFGRID3
* xyz 0 1
C -5.821 -1.931 -1.030
H -6.673 -1.831 -1.697
H -5.219 -2.773 -1.358
C -4.984 -0.656 -1.063
N -3.833 -0.745 -0.178
C -2.654 -1.125 -0.714
O -2.548 -1.412 -1.894
C -1.445 -1.213 0.211
H -1.541 -0.563 1.080
C -1.163 -2.648 0.650
C 0.355 -2.708 0.772
O 0.972 -3.560 1.368
N 0.867 -1.655 0.082
C 2.233 -1.422 -0.152
C 3.196 -1.861 0.748
C 4.541 -1.628 0.521
C 4.951 -0.936 -0.611
C 3.985 -0.489 -1.512
C 2.647 -0.730 -1.291
H 1.927 -0.379 -2.012
H 4.309 0.045 -2.391
O 6.246 -0.644 -0.930
C 7.263 -1.098 -0.072
H 7.260 -2.190 0.014
H 7.176 -0.656 0.926
H 8.198 -0.776 -0.527
H 5.255 -1.991 1.243
H 2.896 -2.406 1.628
C -0.156 -0.830 -0.545
C 0.101 0.648 -0.427
C 0.732 1.185 0.685
C 0.922 2.550 0.809
C 0.462 3.408 -0.183
C -0.192 2.872 -1.294
C -0.365 1.511 -1.413
H -0.871 1.105 -2.276
H -0.548 3.549 -2.054
O 0.591 4.763 -0.167
C 1.276 5.362 0.906
H 0.766 5.185 1.858
H 1.279 6.430 0.694
H 2.308 5.004 0.974
H 1.428 2.929 1.683
H 1.092 0.532 1.467
H -0.280 -1.110 -1.601
H -1.462 -3.358 -0.126
H -1.644 -2.935 1.583
C -4.052 -0.372 1.204
H -3.442 -0.993 1.863
C -3.767 1.111 1.450
H -2.737 1.358 1.202
H -3.945 1.354 2.494
H -4.417 1.728 0.835
H -5.098 -0.582 1.440
H -4.605 -0.498 -2.075
H -5.585 0.207 -0.768
H -6.188 -2.133 -0.026
*
```

---

# 8
# C23H28N3O7Ru

A molecular structure, C23H28N3O7Ru at a distorted geometry (the ωB97M-V functional and the def2-TZVPD basis, the Open Molecules 2025 dataset).

For the frontier orbital gap (spin up / spin down), the calculation gives 0.1768 / 0.1779 Ha. The calculation puts the largest force on an atom at 4.403 eV/Å. The energy above the lowest of the compared OMol25 structures with the same formula, charge and spin is 3.509 eV. As for the expectation value of S²: 0.803. For the LUMO energy (spin up / spin down), the calculation gives -2.31 / -2.28 eV.

Geometry as ORCA input:
```
! wB97M-V def2-TZVPD RIJCOSX def2/J DEFGRID3
* xyz 0 2
Ru 0.865 0.117 -0.168
C 2.024 -2.582 3.017
C 1.656 -1.433 2.122
N 1.616 -1.562 0.758
O 1.266 -2.851 0.287
C 1.355 -0.177 2.618
C 1.600 0.256 4.029
N 0.855 0.713 1.718
O 0.912 1.976 1.976
H 2.483 -3.395 2.456
H 1.146 -2.959 3.549
H 2.753 -2.249 3.753
H 1.028 -3.399 1.057
H 1.099 -0.396 4.745
H 1.235 1.276 4.141
H 2.672 0.238 4.229
C -2.398 -1.604 -2.808
C -0.950 -1.680 -2.359
C -0.182 -2.869 -2.926
O -0.915 -1.658 -0.950
C -0.095 -0.398 -2.890
O -0.502 0.176 -3.870
O 0.952 -0.287 -2.218
H -2.842 -2.596 -2.747
H -2.471 -1.229 -3.823
H -2.935 -0.936 -2.141
H -0.668 -3.802 -2.637
H 0.840 -2.861 -2.543
H -0.152 -2.811 -4.012
H -0.291 -2.346 -0.652
C -5.430 4.390 2.051
C -3.988 4.377 2.461
C -3.664 4.356 3.813
C -2.346 4.252 4.236
C -1.339 4.160 3.303
C -1.642 4.235 1.937
N -0.589 4.060 1.065
C -0.323 4.715 -0.098
C -0.647 6.070 -0.268
C -0.238 6.747 -1.397
C 0.490 6.093 -2.384
C 0.817 4.752 -2.231
C 0.417 4.059 -1.104
C 0.705 2.597 -0.908
O 1.865 2.158 -0.945
O -0.293 1.863 -0.658
C -2.975 4.348 1.499
C -3.288 4.342 0.035
H -6.071 4.474 2.926
H -5.681 3.463 1.536
H -5.642 5.218 1.378
H -4.455 4.401 4.550
H -2.111 4.235 5.290
H -0.303 4.042 3.588
H 0.037 3.274 1.316
H -1.165 6.580 0.531
H -0.461 7.800 -1.500
H 0.811 6.629 -3.265
H 1.367 4.223 -2.994
H -3.300 5.360 -0.358
H -4.259 3.894 -0.153
H -2.536 3.775 -0.510
*
```